Below is a cluster of 8 separate species, C32H64O8 in total at a distorted geometry, with properties calculated with wB97M-V/def2-TZVPD.

Summary:
Max |F|   6.31 eV Å⁻¹
Total charge   0
Highest occupied orbital energy   -0.327 hartree
HOMO-LUMO gap   9.42 eV
E_tot   -50590.1192 eV
SMILES string   C1CCOC1.C1CCOC1.C1CCOC1.C1CCOC1.C1CCOC1.C1CCOC1.C1CCOC1.C1CCOC1

Last column: Löwdin charge in e.
Positions of all 104 atoms, in Å:
C (-1.4138, 3.3623, 4.0326)  -0.14
C (-2.2640, 3.6149, 2.7352)  -0.17
C (-3.5683, 4.1974, 3.2555)  -0.16
O (-3.0614, 5.0841, 4.3079)  -0.17
C (-1.7806, 4.5996, 4.8439)  -0.16
H (-0.3448, 3.2698, 3.8406)  0.07
H (-1.7669, 2.4536, 4.5202)  0.12
H (-2.4458, 2.7665, 2.0755)  0.08
H (-1.7565, 4.3393, 2.0982)  0.09
H (-4.2846, 3.5026, 3.6940)  0.12
H (-3.9523, 4.8533, 2.4742)  0.12
H (-2.0715, 4.2509, 5.8348)  0.12
H (-1.0373, 5.3940, 4.7763)  0.12
C (1.2223, -5.2285, 1.0906)  -0.13
C (2.5177, -4.7391, 0.4591)  -0.15
C (2.4959, -3.1827, 0.5190)  -0.16
O (1.1530, -2.8223, 0.8701)  -0.23
C (0.2524, -3.9841, 1.0476)  -0.13
H (1.3462, -5.4835, 2.1431)  0.11
H (0.7957, -6.0554, 0.5228)  0.11
H (2.5561, -5.0584, -0.5824)  0.11
H (3.3402, -5.2176, 0.9908)  0.11
H (2.8538, -2.8646, -0.4602)  0.09
H (3.2827, -2.8596, 1.2007)  0.12
H (-0.3813, -4.0641, 0.1644)  0.09
H (-0.4376, -3.8776, 1.8847)  0.13
C (-1.4387, -4.5121, -2.2364)  -0.18
C (-2.4793, -5.4643, -1.7310)  -0.18
C (-3.7152, -4.6274, -1.4844)  -0.13
O (-3.4802, -3.3760, -2.2513)  -0.10
C (-2.0897, -3.1199, -2.1807)  -0.26
H (-1.3007, -4.8141, -3.2746)  0.13
H (-0.4862, -4.7254, -1.7512)  0.09
H (-2.0157, -5.9694, -0.8836)  0.11
H (-2.7095, -6.2336, -2.4681)  0.11
H (-3.7521, -4.3388, -0.4339)  0.12
H (-4.5679, -5.2335, -1.7905)  0.12
H (-1.6976, -2.4887, -1.3832)  0.07
H (-1.7514, -2.5994, -3.0766)  0.08
C (0.5976, -0.4466, 0.2630)  -0.17
C (0.1147, 1.0004, 0.4513)  -0.14
C (-1.0769, 0.7726, 1.3470)  -0.22
O (-1.6875, -0.4362, 0.9664)  -0.15
C (-0.6075, -1.3318, 0.6088)  -0.16
H (1.2988, -0.7095, 1.0550)  0.13
H (1.0083, -0.6599, -0.7239)  0.05
H (-0.3172, 1.4794, -0.4274)  0.13
H (0.8252, 1.6957, 0.8983)  0.07
H (-1.7977, 1.5894, 1.3080)  0.08
H (-0.7856, 0.7329, 2.3966)  0.13
H (-0.8567, -2.0426, -0.1791)  0.08
H (-0.4316, -2.0815, 1.3803)  0.09
C (-2.5128, -0.0680, -1.4307)  -0.22
C (-3.3437, 1.1001, -1.4775)  -0.15
C (-3.0002, 1.7709, -2.8292)  -0.14
O (-2.3016, 0.6896, -3.4670)  -0.12
C (-2.4387, -0.5371, -2.8263)  -0.23
H (-2.8095, -0.8161, -0.6956)  0.13
H (-1.4955, 0.1467, -1.1034)  0.10
H (-3.2459, 1.7922, -0.6411)  0.11
H (-4.3886, 0.7923, -1.5164)  0.12
H (-2.3251, 2.6121, -2.6719)  0.11
H (-3.8652, 2.1308, -3.3863)  0.11
H (-1.4691, -0.9453, -3.1117)  0.07
H (-3.2486, -1.2534, -2.9647)  0.13
C (4.2998, 2.2802, -0.8942)  -0.18
C (4.1015, 0.8139, -1.1372)  -0.13
C (2.6686, 0.4215, -0.4878)  -0.18
O (2.7777, 1.2801, 0.6900)  -0.16
C (3.6646, 2.4047, 0.4953)  -0.20
H (3.7591, 3.0111, -1.4954)  0.11
H (5.3422, 2.5856, -0.9852)  0.11
H (4.8971, 0.3202, -0.5792)  0.11
H (4.2138, 0.4847, -2.1702)  0.10
H (2.6641, -0.6371, -0.2280)  0.08
H (1.8226, 0.7768, -1.0761)  0.11
H (4.4927, 2.3766, 1.2035)  0.12
H (3.2453, 3.4106, 0.5136)  0.11
C (2.0533, 3.5703, 3.2405)  -0.15
C (1.0497, 3.5948, 2.1069)  -0.19
C (0.4844, 4.9591, 2.1756)  -0.14
O (1.5451, 5.7847, 2.8419)  -0.13
C (2.3534, 4.9934, 3.6638)  -0.21
H (2.9954, 3.0799, 2.9957)  0.10
H (1.6134, 3.0611, 4.0980)  0.11
H (0.4026, 2.7177, 2.1049)  0.08
H (1.6638, 3.4697, 1.2152)  0.08
H (-0.4773, 5.0378, 2.6825)  0.06
H (0.2360, 5.3661, 1.1954)  0.13
H (2.0544, 5.2009, 4.6912)  0.12
H (3.3797, 5.2316, 3.3845)  0.12
C (1.6268, -0.8931, -3.8346)  -0.14
C (1.7443, -1.9080, -2.7108)  -0.15
C (0.2994, -2.3651, -2.6088)  -0.23
O (0.0526, -2.6161, -3.9918)  -0.13
C (0.4909, -1.4459, -4.6899)  -0.15
H (2.5853, -0.8537, -4.3521)  0.11
H (1.4721, 0.0643, -3.3371)  0.11
H (2.0412, -1.3953, -1.7959)  0.05
H (2.4813, -2.6950, -2.8706)  0.13
H (-0.3004, -1.5671, -2.1712)  0.10
H (0.2190, -3.3311, -2.1102)  0.09
H (-0.3487, -0.7525, -4.6414)  0.11
H (0.7283, -1.5633, -5.7472)  0.13

Forces on the atoms, in the same order (eV/Å):
C -0.778 0.085 -1.190
C -0.138 -1.012 0.114
C 2.130 1.445 0.685
O 0.115 -0.097 -0.271
C -1.893 -0.768 -0.266
H -0.458 -0.036 0.211
H 0.026 -0.016 0.032
H -0.018 0.050 0.627
H -0.567 -0.014 0.078
H -0.024 -0.122 -0.318
H -0.680 -0.178 0.251
H 0.791 0.594 0.444
H -0.148 0.018 0.335
C -1.241 1.304 0.415
C -0.111 -0.116 -0.017
C 0.184 -2.308 0.099
O 1.159 -1.715 0.194
C 2.070 -1.027 -1.268
H 0.151 -0.320 -0.127
H -0.024 -0.102 0.295
H 0.076 -0.044 -0.018
H 0.270 0.319 -0.188
H -0.741 0.566 -0.154
H -0.573 0.470 0.639
H 0.016 0.157 -0.104
H 0.592 0.139 0.313
C -0.209 -0.888 -0.999
C 0.108 -0.942 0.254
C 1.021 0.821 0.194
O -0.530 -1.268 0.820
C 0.723 -1.341 -1.072
H 0.389 0.602 -0.194
H -0.269 0.265 0.157
H -0.786 -0.152 0.462
H 0.099 -0.052 0.007
H -0.446 -0.050 0.112
H -0.432 0.969 -0.137
H -1.207 -0.584 0.391
H -1.003 -0.727 0.197
C -1.862 -0.548 1.000
C -0.868 -0.102 0.168
C -0.418 0.353 0.691
O 0.574 -0.746 0.623
C -0.991 0.457 0.411
H 0.192 0.492 -0.367
H -1.284 -0.363 0.909
H 0.487 -0.153 -0.525
H -0.255 -0.946 -0.561
H 0.023 -0.584 -0.485
H 0.277 -0.172 0.436
H -0.474 0.902 -0.236
H -0.437 1.712 0.699
C 2.219 -2.600 1.796
C -2.252 2.488 -0.268
C 0.384 -1.172 1.050
O -0.819 2.063 -2.824
C 0.986 0.517 0.258
H -0.532 0.154 -0.444
H -0.209 0.353 -0.375
H 0.067 -0.064 0.097
H -0.229 0.034 0.138
H 0.260 -0.046 -0.277
H -0.059 -0.251 -0.134
H -0.850 -0.316 0.259
H -0.524 0.615 -1.279
C -0.758 0.470 0.058
C -1.259 -1.116 -0.745
C 5.427 3.173 -0.599
O 0.346 0.375 0.258
C 1.565 -0.370 -0.584
H -0.202 -0.590 -0.784
H 0.059 -0.109 0.456
H -0.179 -0.359 0.185
H -0.141 0.084 -0.147
H 0.377 0.845 0.063
H 0.606 -0.135 -0.317
H -0.341 -0.241 0.592
H -0.626 -0.374 0.512
C 0.365 -1.117 1.560
C 1.576 -0.635 -0.573
C 0.323 1.793 0.526
O -2.215 0.391 -1.903
C -0.556 -0.170 -0.945
H -0.278 -0.346 -0.096
H 0.211 -0.340 0.074
H -0.274 0.764 0.441
H -0.603 0.327 -0.171
H 0.920 0.245 0.633
H 0.606 0.339 -0.142
H 0.648 -0.086 0.271
H 0.164 0.261 0.725
C 1.492 -0.279 0.031
C 0.043 0.681 1.243
C 2.997 -0.863 -0.781
O -0.481 -0.175 -0.737
C -0.729 1.155 0.730
H -0.094 0.286 -0.260
H -0.417 0.240 -0.561
H 0.236 -0.287 -0.318
H -0.328 -0.242 -0.281
H 0.255 -0.198 -0.073
H 0.149 1.053 0.012
H -0.003 0.320 -0.344
H 0.067 -0.775 0.225



Below is a cluster of 11 separate species, C32H65F6N7O12S2 in total at a distorted geometry, with properties calculated with wB97M-V/def2-TZVPD.

Summary:
Max |F|   2.96 eV Å⁻¹
Total charge   0
Highest occupied orbital energy   -0.323 hartree
HOMO-LUMO gap   8.47 eV
E_tot   -107210.6309 eV

Last column: Löwdin charge in e.
Positions of all 124 atoms, in Å:
C (1.0121, 0.1819, 1.1346)  0.00
N (0.2300, 0.0395, -0.1280)  -0.31
C (-0.7313, -1.0923, 0.0275)  0.00
C (-0.6049, 1.2776, -0.3452)  0.00
C (1.1213, -0.0843, -1.3391)  -0.10
C (2.1789, -1.1305, -1.2332)  -0.25
O (1.5571, -2.3881, -1.1122)  -0.09
H (1.6091, -0.6826, 1.3980)  0.09
H (0.3501, 0.4570, 1.9533)  0.09
H (1.6080, 1.0903, 1.0183)  0.10
H (-0.2659, -2.0266, 0.3192)  0.09
H (-1.2338, -1.2879, -0.9182)  0.11
H (-1.4740, -0.7745, 0.7534)  0.08
H (-1.0613, 1.5329, 0.6041)  0.08
H (-1.2480, 1.0401, -1.1864)  0.10
H (0.1003, 2.0487, -0.6397)  0.08
H (1.6992, 0.8417, -1.3832)  0.14
H (0.4397, -0.2099, -2.1753)  0.14
H (2.9894, -0.9791, -0.5111)  0.12
H (2.7158, -1.1192, -2.1968)  0.09
H (2.1873, -3.0820, -0.7988)  0.01
C (3.1283, -4.6645, -2.9549)  -0.69
F (3.1275, -3.3801, -3.2828)  0.13
F (1.8760, -5.0644, -2.8401)  0.15
F (3.6795, -5.3389, -3.9507)  0.15
S (4.1709, -5.0051, -1.4306)  0.65
O (4.4038, -6.4212, -1.3307)  -0.26
O (5.3856, -4.2470, -1.6107)  -0.30
N (3.2658, -4.2680, -0.2614)  -0.32
S (3.6499, -4.8640, 1.1296)  0.57
O (3.0718, -6.1923, 1.1691)  -0.30
O (5.0412, -4.8003, 1.4926)  -0.28
C (2.8099, -3.7583, 2.3843)  -0.69
F (3.1694, -2.4910, 2.3537)  0.15
F (1.4965, -3.8719, 2.2120)  0.13
F (3.1210, -4.2444, 3.5708)  0.16
C (0.8371, 4.3253, 2.1051)  -0.31
O (0.6590, 3.4660, 1.2700)  0.02
N (0.4848, 5.6293, 1.9300)  -0.19
C (0.4515, 6.5528, 3.0308)  -0.08
C (-0.2992, 6.0164, 0.7836)  -0.04
H (1.2994, 4.2057, 3.0964)  0.14
H (-0.5929, 6.8100, 3.2489)  0.08
H (0.9738, 7.4852, 2.8012)  0.09
H (0.8760, 6.2107, 3.9741)  0.09
H (-1.3661, 5.8214, 0.9745)  0.09
H (-0.2304, 7.0957, 0.6506)  0.09
H (-0.1158, 5.4907, -0.1468)  0.07
C (-0.7758, -1.5272, 3.8171)  -0.32
O (0.3845, -1.1286, 3.8483)  -0.01
N (-1.8333, -0.7128, 3.7547)  -0.17
C (-3.0904, -1.1128, 3.0951)  -0.03
C (-1.8902, 0.6325, 4.2284)  -0.07
H (-0.9931, -2.5990, 3.7522)  0.12
H (-3.1642, -2.1425, 2.7631)  0.08
H (-3.1254, -0.5252, 2.1700)  0.07
H (-3.8872, -0.7532, 3.7456)  0.08
H (-2.7971, 0.8622, 4.8029)  0.09
H (-1.0812, 1.0277, 4.8389)  0.09
H (-2.0079, 1.3661, 3.4149)  0.07
C (-4.7487, 0.5072, -0.2198)  -0.33
O (-3.6701, 0.0841, -0.6318)  -0.01
N (-5.9161, 0.2517, -0.8145)  -0.19
C (-6.0292, -0.6720, -1.9114)  -0.04
C (-7.1165, 0.8570, -0.2871)  -0.06
H (-4.7331, 1.2095, 0.6207)  0.11
H (-6.6253, -0.1936, -2.6906)  0.09
H (-6.5426, -1.5917, -1.6087)  0.10
H (-5.0544, -1.0118, -2.2447)  0.09
H (-7.9129, 0.1334, -0.0884)  0.09
H (-6.9600, 1.2793, 0.7053)  0.08
H (-7.4902, 1.6255, -0.9676)  0.09
C (-3.0312, 4.4942, 3.1906)  -0.02
C (-3.6634, 3.8532, 1.9652)  -0.49
O (-3.1354, 2.8648, 1.5037)  0.05
C (-4.8439, 4.5492, 1.3615)  -0.01
H (-3.5288, 5.4152, 3.5085)  0.08
H (-1.9680, 4.7269, 3.1384)  0.06
H (-3.1103, 3.8356, 4.0612)  0.09
H (-5.6575, 4.3745, 2.0708)  0.10
H (-5.0409, 4.1009, 0.3922)  0.08
H (-4.5726, 5.6033, 1.3419)  0.09
C (1.9412, -2.3980, -6.3380)  0.00
C (1.8958, -0.8880, -6.0756)  -0.49
O (1.4144, -0.0816, -6.8169)  0.07
C (2.6512, -0.4052, -4.8258)  -0.01
H (1.0685, -2.4955, -6.9875)  0.08
H (1.9549, -3.0322, -5.4618)  0.06
H (2.8457, -2.5393, -6.9321)  0.09
H (3.6212, -0.8378, -4.5968)  0.08
H (1.9940, -0.5776, -3.9675)  0.06
H (2.6816, 0.6799, -4.9319)  0.08
C (-1.2373, -5.7595, 2.8472)  -0.01
C (-1.3387, -4.8782, 1.6022)  -0.49
O (-1.7633, -3.7477, 1.7326)  0.03
C (-1.0104, -5.5186, 0.3016)  0.00
H (-1.5233, -5.1859, 3.7256)  0.07
H (-0.2195, -6.1409, 2.9394)  0.09
H (-1.9236, -6.6017, 2.7451)  0.08
H (-1.5653, -6.4416, 0.1323)  0.09
H (0.0440, -5.7956, 0.2372)  0.09
H (-1.3175, -4.7684, -0.4307)  0.09
C (-0.4348, 3.5922, -5.4094)  -0.01
C (-0.2058, 3.3250, -3.9559)  -0.49
O (0.3916, 2.3336, -3.5842)  0.05
C (-0.7311, 4.2906, -2.9116)  -0.02
H (0.2193, 4.4314, -5.6667)  0.10
H (-1.4695, 3.9393, -5.4766)  0.09
H (-0.1856, 2.7366, -6.0267)  0.08
H (-0.7612, 5.3436, -3.2002)  0.08
H (-0.0348, 4.2029, -2.0775)  0.06
H (-1.7399, 4.0368, -2.5819)  0.09
C (5.9080, -1.3268, -1.2583)  -0.09
C (7.2348, -0.9117, -0.8281)  -0.28
N (8.3113, -0.6204, -0.5594)  0.12
H (5.2891, -0.5852, -1.7618)  0.07
H (5.3924, -1.8652, -0.4655)  0.07
H (5.9888, -2.0803, -2.0451)  0.06
C (3.9346, 0.3028, 3.5426)  -0.06
C (4.5153, 0.8533, 2.3118)  -0.27
N (4.9094, 1.2391, 1.3071)  0.14
H (2.8814, 0.0955, 3.3477)  0.05
H (4.0519, 0.9188, 4.4281)  0.08
H (4.3802, -0.6730, 3.7371)  0.08

Forces on the atoms, in the same order (eV/Å):
C 0.100 1.427 -0.014
N -0.200 -0.346 0.366
C -0.362 -0.465 -0.171
C 1.174 -0.315 -0.212
C 0.661 0.470 1.103
C 0.382 -1.634 -1.111
O -0.240 -0.129 0.388
H -0.156 -0.196 -0.285
H -0.291 -0.519 -0.075
H 0.391 -0.268 -0.131
H 0.345 0.278 0.191
H -0.004 0.268 -0.033
H -0.003 -0.049 0.011
H -0.494 0.022 -0.255
H -0.471 0.206 0.316
H -0.178 0.209 0.111
H -0.546 0.294 -0.339
H 0.246 -0.015 -0.223
H -0.493 0.331 0.427
H -0.049 0.293 0.138
H -0.121 0.387 -0.030
C 0.228 -0.447 0.318
F 0.174 0.535 0.085
F -0.498 -0.152 0.346
F 0.349 -0.226 -0.306
S 1.725 0.511 0.620
O -1.306 0.585 -0.192
O -0.703 0.179 -0.631
N 0.469 0.204 -1.902
S 0.873 -2.724 0.760
O -0.449 0.802 1.326
O -0.350 0.715 0.022
C -0.019 -1.213 -0.601
F 0.073 0.578 -0.406
F -0.595 0.409 -0.006
F 0.084 -0.159 0.449
C -0.208 0.993 -0.121
O 0.160 -0.268 0.192
N 0.333 -0.708 -0.073
C -0.382 0.873 0.426
C -1.167 0.361 -0.005
H 0.134 -0.500 -0.046
H 0.054 0.091 0.028
H -0.035 -0.063 -0.197
H 0.148 -0.571 -0.293
H 0.013 0.009 0.144
H 0.263 -0.055 -0.182
H 0.707 -0.100 0.189
C 1.558 0.074 -0.612
O -0.248 -0.095 0.700
N -1.551 -0.533 0.259
C 0.521 1.047 -0.092
C -0.186 2.070 -0.332
H -0.257 0.050 -0.153
H 0.256 -0.218 0.593
H -0.298 0.054 -0.004
H -0.373 -0.497 -0.135
H -0.088 -0.765 0.185
H 0.451 -0.815 -0.106
H 0.306 -0.266 -0.296
C 1.897 -0.075 -0.814
O -0.382 -0.093 0.339
N -0.527 0.131 0.988
C -0.399 -0.462 -0.069
C -0.566 -0.106 0.220
H -0.532 -0.006 0.149
H 0.247 -0.171 -0.247
H -0.208 0.180 0.138
H 0.131 0.496 -0.158
H 0.090 -0.196 -0.459
H 0.431 0.280 -0.177
H -0.120 0.003 0.086
C -0.512 0.475 1.096
C 1.634 0.047 0.248
O -0.514 -0.072 -0.163
C 0.495 -0.641 0.483
H -0.079 -0.018 -0.226
H 0.037 -0.247 -0.635
H -0.107 -0.253 -0.210
H -0.257 0.320 -0.227
H -0.223 0.254 -0.066
H -0.447 0.112 -0.264
C -0.780 1.575 -0.921
C 2.137 -0.823 1.646
O -0.729 0.071 -0.623
C -1.181 0.746 -0.183
H 0.123 -0.875 0.037
H -0.113 0.059 0.095
H 0.011 -0.236 0.019
H 0.006 -0.221 -0.334
H 0.051 -0.203 -0.093
H 0.395 -0.016 0.148
C 0.108 0.308 -0.427
C -0.529 -0.886 1.736
O 0.201 0.097 -0.670
C -0.172 0.661 -0.570
H 0.115 0.013 0.022
H -0.029 -0.106 0.079
H 0.097 -0.093 -0.057
H -0.159 0.027 0.237
H 0.078 0.274 -0.028
H 0.432 -0.326 -0.401
C -0.097 0.631 0.559
C 0.286 -0.804 0.195
O -0.155 0.223 0.051
C 0.388 0.389 0.188
H -0.133 0.038 -0.173
H 0.058 -0.087 -0.538
H -0.163 -0.091 0.006
H 0.050 -0.123 -0.359
H -0.236 -0.037 0.188
H 0.041 -0.264 -0.048
C -0.226 -0.859 -0.691
C -0.226 0.210 -0.408
N 0.023 0.058 0.148
H 0.188 0.593 0.686
H -0.137 0.312 0.133
H 0.460 -0.151 0.194
C -0.052 -0.583 -0.427
C -0.230 -0.104 0.577
N 0.048 0.126 -0.216
H -0.093 0.168 0.217
H 0.055 0.253 -0.170
H 0.144 0.079 0.026